Molecular formula: C36H32F6N3O
Method: DFT, ωB97M-V/def2-TZVPD

For the frontier orbital gap, the calculation gives 0.3000 Eh. As for the HOMO energy: -10.4283 eV. As for the spin multiplicity: 1. Its LUMO energy is -0.083 hartree. The total energy is -60668.155 eV. As for the total charge: +1.

Atoms and positions in Å:
C (6.54, 0.95, -4.76)
O (5.42, 1.86, -4.76)
C (4.18, 1.47, -4.32)
C (3.28, 2.50, -3.99)
C (2.06, 2.20, -3.42)
C (1.69, 0.87, -3.26)
N (0.30, 0.61, -2.69)
C (2.49, -0.17, -3.70)
C (3.76, 0.13, -4.24)
H (7.41, 1.61, -4.84)
H (6.59, 0.35, -3.84)
H (6.48, 0.28, -5.63)
H (3.58, 3.53, -4.24)
H (1.38, 2.99, -3.13)
H (-0.24, 0.30, -3.50)
H (-0.09, 1.54, -2.49)
H (2.14, -1.20, -3.67)
H (4.41, -0.65, -4.66)
F (2.47, 4.88, 4.40)
C (2.79, 3.86, 3.57)
F (2.24, 4.13, 2.33)
F (4.15, 3.86, 3.39)
C (2.35, 2.51, 4.06)
N (2.83, 1.51, 3.11)
C (3.91, 0.70, 3.54)
C (3.70, -0.26, 4.55)
C (4.79, -0.98, 5.04)
C (6.08, -0.70, 4.58)
C (6.29, 0.28, 3.59)
C (5.20, 0.94, 3.04)
C (2.16, 1.26, 1.94)
C (2.86, 0.64, 0.89)
C (2.19, 0.30, -0.27)
C (0.79, 0.44, -0.35)
C (0.06, -0.18, -1.52)
C (-1.45, -0.39, -1.33)
C (-2.39, -0.18, -2.35)
C (-3.74, -0.55, -2.16)
C (-4.17, -1.16, -0.96)
N (-5.47, -1.60, -0.75)
C (-6.55, -1.21, -1.66)
C (-7.09, 0.12, -1.22)
F (-8.12, 0.60, -1.96)
F (-7.52, 0.05, 0.09)
F (-6.09, 1.07, -1.23)
C (-5.85, -2.58, 0.21)
C (-6.14, -2.22, 1.54)
C (-6.78, -3.12, 2.40)
C (-7.04, -4.43, 1.97)
C (-6.72, -4.82, 0.67)
C (-6.15, -3.89, -0.21)
C (-3.23, -1.30, 0.09)
C (-1.91, -0.89, -0.10)
C (0.14, 1.22, 0.61)
C (0.79, 1.60, 1.77)
H (2.84, 2.32, 5.01)
H (1.26, 2.50, 4.13)
H (2.69, -0.43, 4.91)
H (4.63, -1.74, 5.80)
H (6.94, -1.23, 4.98)
H (7.29, 0.53, 3.25)
H (5.31, 1.68, 2.24)
H (3.92, 0.45, 1.01)
H (2.76, -0.11, -1.11)
H (0.53, -1.16, -1.68)
H (-2.14, 0.24, -3.33)
H (-4.46, -0.38, -2.95)
H (-6.21, -1.13, -2.69)
H (-7.37, -1.93, -1.55)
H (-5.89, -1.21, 1.88)
H (-7.07, -2.80, 3.40)
H (-7.51, -5.14, 2.65)
H (-6.91, -5.83, 0.32)
H (-5.93, -4.16, -1.25)
H (-3.55, -1.71, 1.05)
H (-1.21, -0.99, 0.74)
H (-0.92, 1.49, 0.49)
H (0.26, 2.09, 2.58)

Results of the Mulliken charge analysis, in e, for atoms 1 through 2: -0.80 -0.43